[1]
C18H39Br9N3O10P as an isolated structure in a non-equilibrium geometry. Source: OMol25; level of theory: ωB97M-V with the def2-TZVPD basis set.

Computed properties:
F_max = 0.06026 Eh/bohr
Net charge = 0
Frontier orbital gap = 8.4 eV
HOMO level = -8.700 eV
E_tot = -25133.3964 Eh

Each line ends with the Löwdin charge.
Positions of all 80 atoms, in Å:
1 O -10.69694 -6.42426 -4.63125  -0.0403
2 H -13.02470 -1.68769 -5.17855  0.0906
3 C -15.07576 -5.32672 -11.48028  -1.6392
4 H -19.66415 1.69714 -8.31714  0.0764
5 Br -8.72444 -4.75344 -6.92106  0.6563
6 H -17.31314 2.05943 -9.23122  0.0745
7 H -12.92391 -4.50103 -7.60714  0.0595
8 O -13.38595 -1.56269 -7.22046  0.0387
9 H -17.48337 0.67903 -13.40350  -0.0766
10 C -14.77716 -1.44926 -10.35614  -0.0978
11 C -15.83945 -0.25489 -4.27975  -0.0395
12 H -17.68111 3.66589 -2.77026  0.0965
13 C -20.10348 1.45573 -11.64830  -0.0939
14 C -13.08349 -2.31603 -6.06372  -0.0569
15 Br -13.86017 -6.76837 -11.99991  0.5481
16 H -13.76173 -3.15061 -5.88472  0.0993
17 C -16.73391 3.20190 -2.50096  -0.0238
18 H -14.97115 -0.56304 -10.96257  0.0186
19 P -18.61393 -0.23881 -10.13893  0.5425
20 H -21.54728 -2.13413 -8.99642  0.0823
21 Br -15.39843 -4.14468 -12.91245  0.6128
22 H -21.16006 1.16529 -11.65337  0.0833
23 H -20.03487 2.51569 -11.88288  0.0857
24 H -17.61075 -1.88745 -7.97625  0.0642
25 H -15.95391 0.99535 -8.88700  0.0811
26 H -17.00525 1.69281 -7.52783  0.0812
27 H -10.95405 -8.28920 -3.75050  0.0981
28 Br -9.64317 -2.73096 -4.47591  0.6007
29 H -9.76665 -7.17975 -2.98267  0.0937
30 Br -16.69442 -6.02956 -10.68302  0.5690
31 H -16.83612 -0.30138 -3.84635  0.0985
32 C -16.80953 0.41113 -14.20564  -1.5895
33 H -19.99764 2.95457 -9.47087  0.0866
34 H -16.75878 -0.78061 -7.10595  0.0694
35 H -9.44249 -8.04646 -4.54808  0.0986
36 O -11.76615 -5.51680 -6.23318  -0.0732
37 Br -17.05755 1.64654 -15.63352  0.5902
38 C -14.10688 -2.06837 -8.18025  -0.6440
39 H -15.56167 -1.01055 -5.00342  0.0761
40 H -12.10052 -2.78762 -6.11364  0.0449
41 H -19.63619 0.82252 -12.40164  0.0664
42 C -19.29222 -2.84494 -9.89361  -0.1253
43 C -11.32202 -6.67332 -5.76751  -0.6877
44 O -15.36262 0.97737 -4.82479  0.0017
45 H -15.22099 -0.38701 -3.38238  0.0982
46 C -20.15246 1.88678 -9.26776  -0.1158
47 H -14.52908 -4.81640 -10.69845  -0.0508
48 H -7.45160 -3.39849 -5.40155  -0.0505
49 H -20.55263 -1.39186 -7.78411  0.0749
50 O -14.00382 -1.25858 -9.21682  0.0285
51 H -21.45133 -0.41696 -8.93475  0.0635
52 C -12.64438 -5.51840 -7.34854  -0.0320
53 C -8.36306 -3.12404 -5.91062  -1.5574
54 N -19.69341 -1.46311 -9.70706  -0.2902
55 O -16.50833 2.02061 -3.27594  -0.0271
56 C -10.17592 -7.54210 -3.91622  -0.0300
57 H -15.94483 3.92853 -2.67785  0.0948
58 H -16.74731 2.90326 -1.45721  0.0933
59 O -17.69933 -0.58481 -11.22786  -0.2874
60 Br -15.02481 0.57322 -13.43084  0.6097
61 O -14.75394 -3.08042 -8.17583  0.1107
62 H -13.50684 -6.15675 -7.18352  0.1111
63 Br -17.26582 -1.45848 -14.67492  0.5262
64 H -18.66062 -2.93781 -10.78294  0.0709
65 H -20.11373 -3.52583 -10.12098  0.0856
66 H -18.69049 -3.21230 -9.05545  0.0683
67 Br -7.88348 -1.61135 -7.04350  0.5709
68 H -14.45484 -2.25145 -11.03114  0.0477
69 N -19.50143 1.15383 -10.34987  -0.3127
70 H -18.52159 -0.79836 -6.86809  0.0772
71 C -16.94196 1.30123 -8.53938  -0.0670
72 H -21.22518 1.68885 -9.34964  0.0733
73 H -15.79887 -1.80174 -10.15770  0.0780
74 O -11.41625 -7.73002 -6.33291  0.1333
75 H -12.10341 -5.83949 -8.24413  0.1024
76 C -15.78996 2.16129 -4.38983  -0.6251
77 N -17.79894 0.10533 -8.68657  -0.2969
78 C -17.72661 -0.86276 -7.61373  -0.1107
79 O -15.53529 3.20168 -4.91549  0.1426
80 C -20.84330 -1.31419 -8.83995  -0.1059

=====

[2]
A 2-piece molecular cluster, C4H14N2O overall in a non-equilibrium geometry. Source: OMol25; level of theory: ωB97M-V with the def2-TZVPD basis set.

Computed properties:
F_max = 0.02884 Eh/bohr
Net charge = 0
Frontier orbital gap = 9.5 eV
HOMO level = -8.946 eV
SMILES = CNCCCN.O
E_tot = -345.5231 Eh

Each line ends with the natural charge from an NBO analysis.
Positions of all 21 atoms, in Å:
1 H 0.71530 -2.34969 0.64027  0.2061
2 H -3.09095 2.91506 -1.37231  0.4711
3 H 2.88765 -0.45512 -2.09384  0.1885
4 H 3.43690 0.89991 -1.10989  0.2038
5 C 0.55527 -0.72927 -0.71358  -0.2309
6 C -0.04373 -1.59752 0.40163  -0.4113
7 H 1.85835 0.95426 -2.06972  0.1681
8 O -2.52629 2.28581 -0.88963  -0.9360
9 N -1.43318 0.07746 1.71595  -0.8327
10 C 2.56269 0.37434 -1.46787  -0.4138
11 H -0.24421 -0.04384 -1.04808  0.1520
12 C -0.33194 -0.86196 1.73538  -0.2181
13 N 1.85104 -0.18193 -0.28819  -0.6133
14 H -2.28521 1.67842 -1.60843  0.4659
15 H 0.79598 -1.35257 -1.57919  0.1888
16 H -1.29599 0.86850 1.08737  0.3581
17 H -0.96365 -2.07365 0.04804  0.1891
18 H -0.54759 -1.64825 2.45769  0.1890
19 H 1.64035 0.62500 0.29528  0.3426
20 H -2.25413 -0.36553 1.30938  0.3457
21 H 0.62145 -0.38533 1.97083  0.1872

=====

[3]
A 5-piece molecular cluster, C24H38BN5O9S2 overall. Source: OMol25; level of theory: ωB97M-V with the def2-TZVPD basis set.

Computed properties:
F_max = 0.01849 Eh/bohr
Net charge = 0
Frontier orbital gap = 10.3 eV
HOMO level = -9.845 eV
SMILES = CS(=O)(=O)[C@]1(B(O)O)OS(=O)(=O)O[C@]1(O)c1ccccn1.CCCC#N.CCCC#N.CCCC#N.CCCC#N
E_tot = -2709.5152 Eh

Each line ends with the Löwdin charge.
Positions of all 79 atoms, in Å:
1 C -3.39646 0.55391 0.65453  -0.4200
2 O -7.00248 0.93188 2.13127  0.1983
3 O -4.03876 -0.33031 -0.34138  -0.0923
4 H 4.20990 1.26394 -1.67450  0.0773
5 N 2.40916 -3.77543 2.76350  0.1602
6 C -7.75446 3.20118 -3.18345  -0.1881
7 C 10.01656 0.32797 -3.22204  -0.2593
8 H -7.43141 5.94829 -3.61623  0.0763
9 C 5.34661 0.32617 0.70056  -0.2144
10 H -0.00914 -5.77173 2.74075  0.1188
11 C -2.00249 0.00045 0.98912  -0.2174
12 H 7.94304 0.89425 -3.53745  0.0663
13 H -7.45524 5.68916 -1.86779  0.0732
14 O -4.44641 -2.70235 0.25610  -0.2050
15 H 1.77350 -5.37893 0.12931  0.0705
16 S -5.00040 -1.39724 0.32140  0.6109
17 H 1.01140 1.18607 1.02640  0.0905
18 O -4.23565 0.05594 4.35509  -0.2659
19 H 8.64204 -0.04506 -4.86054  0.0781
20 C 8.59791 -0.91202 -1.60972  -0.1999
21 H -7.16035 -0.01627 2.14146  0.1148
22 C -1.80819 -1.31176 1.38344  0.0094
23 C 4.16723 0.39374 1.56588  -0.1995
24 H 10.63120 -1.25422 -1.86362  0.1191
25 H 2.50558 -7.18070 1.70721  0.1112
26 H -6.85455 2.18361 0.01782  0.1036
27 H -2.63521 -1.99664 1.48061  0.0994
28 H -1.73561 0.84669 3.40012  0.0682
29 C 1.18178 -6.28574 0.26315  -0.1093
30 O -4.87226 -0.85630 1.81258  -0.1627
31 H -5.95686 6.14798 -2.66797  0.0727
32 H -2.95276 1.73038 -0.78026  0.1372
33 H -5.87941 3.97788 -3.86684  0.1075
34 H -0.32536 -2.75231 1.96208  0.0955
35 C -0.51930 -1.72981 1.66463  -0.0307
36 C 8.85144 0.72767 -4.11856  -0.1073
37 C 0.51746 -0.82383 1.55120  -0.0550
38 H 10.20947 1.11768 -2.49369  0.1114
39 O -3.30496 1.80230 0.11227  0.0936
40 H 0.12784 -6.02357 0.15134  0.0767
41 H 1.53342 -1.10482 1.78027  0.0597
42 O -5.99622 2.27709 0.45210  0.2014
43 H 5.74542 2.44493 0.70231  0.1114
44 N -9.28016 3.27726 -1.06179  0.1590
45 H 9.61047 -1.80516 -3.19076  0.1223
46 H -7.46423 2.16240 -3.34764  0.1177
47 C 4.40197 2.03885 -0.92943  -0.1069
48 C 0.21447 0.46072 1.13932  -0.1243
49 C -8.63348 3.24473 -2.01336  -0.2371
50 C -6.86258 5.55132 -2.77294  -0.1062
51 B -5.90532 1.33408 1.42322  -0.6611
52 H 4.61148 2.96890 -1.45833  0.0704
53 N 7.67070 -0.84938 -0.93139  0.1847
54 H 1.23964 -6.50435 3.74506  0.1182
55 C -6.51517 4.08367 -2.98591  -0.2574
56 H -2.20418 2.43250 2.70888  0.0836
57 C -2.40720 1.69821 3.48598  -0.1139
58 C 9.77092 -0.99194 -2.48055  -0.1846
59 H 6.47875 1.55827 -0.62496  0.0811
60 C 5.57039 1.65404 -0.03016  -0.2667
61 S -4.07430 1.15116 3.43966  0.7015
62 H -8.32555 3.52816 -4.05446  0.1191
63 C -4.48166 0.54728 1.76416  -0.2488
64 H 0.88507 -7.85334 1.70943  0.1075
65 O -6.32561 -1.18071 -0.15063  -0.1934
66 H 9.07636 1.65131 -4.65097  0.0734
67 N 3.23330 0.44654 2.23711  0.1662
68 H 1.44290 -6.97251 -0.54162  0.0717
69 C 1.80875 -4.75714 2.77493  -0.2366
70 H 3.48787 2.18814 -0.35221  0.0629
71 H 6.20983 0.07212 1.31364  0.1083
72 N -1.01469 0.88050 0.87121  0.1193
73 H 10.92223 0.21837 -3.82027  0.1079
74 H -5.94331 3.71378 -2.13198  0.1016
75 H -2.31870 2.12868 4.48487  0.0873
76 C 1.05496 -6.01213 2.78958  -0.1892
77 C 1.44846 -6.92313 1.62103  -0.2613
78 O -4.91201 2.31078 3.60555  -0.2627
79 H 5.20702 -0.48385 -0.01364  0.0999

=====

- frontier orbital gap of number 3 (C24H38BN5O9S2)?
  10.3 eV

=====

- Which of these has the lowest frontier orbital gap?
  C18H39Br9N3O10P

=====

- Which of these has the highest HOMO level?
  C18H39Br9N3O10P